[1]
Entry from the Open Molecules 2025 dataset: 2 unconnected molecules or ions with the total composition C5H8O2 in a non-equilibrium geometry (the ωB97M-V functional and the def2-TZVPD basis).

Computed properties:
electronic energy = -345.77949 a.u.
frontier orbital gap = 10.4 eV
M = 100.1 g/mol
E_LUMO = 0.90 eV
E_HOMO = -9.5204 eV

CARTESIAN COORDINATES (ANGSTROEM)
1 C 1.66 -0.14 0.98
2 C -0.41 -0.51 -0.11
3 C -1.48 0.00 0.83
4 C 0.81 0.35 -0.22
5 C -1.21 0.53 -2.68
6 O -1.21 0.09 -3.73
7 O -0.49 -1.57 -0.68
8 H 2.67 0.17 0.78
9 H 1.35 0.29 1.93
10 H 1.71 -1.24 1.17
11 H -2.06 0.71 0.23
12 H -2.12 -0.82 1.13
13 H -1.11 0.54 1.71
14 H 0.57 1.44 -0.16
15 H 1.33 0.16 -1.17

Formally, the natural (NBO) partial charges of the atoms, in units of the elementary charge, are as follows: number 1, C, carries -0.61; number 2, C, carries 0.62; number 3, C, carries -0.73; number 4, C, carries -0.51; number 5, C, carries 0.50; number 6, O, carries -0.49; number 7, O, carries -0.57; number 8, H, carries 0.22; number 9, H, carries 0.21; number 10, H, carries 0.22; number 11, H, carries 0.24; number 12, H, carries 0.24; number 13, H, carries 0.22; number 14, H, carries 0.22; number 15, H, carries 0.23

***

[2]
Entry from the Open Molecules 2025 dataset: a molecular structure, C41H34N3O2P2Pd (the ωB97M-V functional and the def2-TZVPD basis).

Computed properties:
electronic energy = -2708.18791 a.u.
charge = -1
frontier orbital gap = 6.1 eV
M = 769.1 g/mol
E_LUMO = 2.63 eV
E_HOMO = -3.4900 eV

CARTESIAN COORDINATES (ANGSTROEM)
1 Pd 0.50 1.40 -0.32
2 C -0.66 5.14 -0.12
3 O -0.05 4.26 0.79
4 C -0.80 3.83 1.84
5 C -1.98 4.44 2.25
6 C -2.66 3.96 3.36
7 C -2.18 2.86 4.05
8 C -1.02 2.22 3.62
9 C -0.32 2.69 2.52
10 N 0.85 2.07 1.99
11 N 1.34 1.22 2.79
12 C 2.41 0.47 2.40
13 C 3.06 0.56 1.13
14 O 2.83 1.42 0.25
15 C 4.07 -0.46 0.85
16 C 4.42 -1.41 1.74
17 C 3.82 -1.47 3.04
18 C 4.21 -2.45 3.97
19 C 3.64 -2.52 5.22
20 C 2.65 -1.58 5.55
21 C 2.25 -0.62 4.66
22 C 2.82 -0.53 3.37
23 H -0.85 6.13 0.31
24 H -1.61 4.72 -0.49
25 H 0.03 5.24 -0.95
26 H -2.36 5.29 1.71
27 H -3.58 4.44 3.67
28 H -2.71 2.47 4.91
29 H -0.65 1.34 4.12
30 H 4.50 -0.41 -0.14
31 H 5.16 -2.16 1.48
32 H 4.98 -3.16 3.67
33 H 3.94 -3.28 5.93
34 H 2.19 -1.61 6.54
35 H 1.50 0.10 4.94
36 N -1.04 -0.98 -1.25
37 P -1.29 0.73 -1.31
38 C -3.01 0.84 -0.69
39 C -4.14 0.99 -1.50
40 C -5.40 1.07 -0.94
41 C -5.56 0.98 0.44
42 C -4.44 0.83 1.25
43 C -3.18 0.77 0.69
44 C -1.55 1.02 -3.11
45 C -1.50 0.00 -4.05
46 C -1.62 0.28 -5.41
47 C -1.79 1.59 -5.83
48 C -1.83 2.62 -4.90
49 C -1.70 2.33 -3.55
50 P 0.56 -1.22 -0.56
51 C 0.38 -3.02 -0.18
52 C 1.10 -3.50 0.91
53 C 1.03 -4.84 1.28
54 C 0.21 -5.71 0.58
55 C -0.53 -5.25 -0.50
56 C -0.44 -3.92 -0.88
57 C 1.63 -1.38 -2.09
58 C 2.08 -2.61 -2.57
59 C 2.89 -2.70 -3.69
60 C 3.27 -1.55 -4.37
61 C 2.84 -0.31 -3.90
62 C 2.05 -0.23 -2.77
63 H -1.78 -1.55 -0.88
64 H -4.02 1.05 -2.58
65 H -6.27 1.20 -1.57
66 H -6.55 1.04 0.88
67 H -4.55 0.77 2.33
68 H -2.30 0.69 1.32
69 H -1.35 -1.02 -3.71
70 H -1.56 -0.52 -6.13
71 H -1.88 1.81 -6.89
72 H -1.96 3.64 -5.23
73 H -1.69 3.14 -2.82
74 H 1.73 -2.81 1.47
75 H 1.60 -5.19 2.13
76 H 0.14 -6.75 0.88
77 H -1.17 -5.93 -1.05
78 H -1.00 -3.56 -1.74
79 H 1.80 -3.52 -2.06
80 H 3.23 -3.67 -4.03
81 H 3.89 -1.62 -5.25
82 H 3.14 0.59 -4.41
83 H 1.74 0.75 -2.41

Formally, the Mulliken partial charges of the atoms, in units of the elementary charge, are as follows: number 1, Pd, carries -0.67; number 2, C, carries -1.01; number 3, O, carries -0.40; number 4, C, carries 0.64; number 5, C, carries -0.60; number 6, C, carries -0.64; number 7, C, carries -0.88; number 8, C, carries -0.01; number 9, C, carries 0.72; number 10, N, carries -0.22; number 11, N, carries -0.46; number 12, C, carries -0.04; number 13, C, carries 0.50; number 14, O, carries -0.88; number 15, C, carries -0.59; number 16, C, carries -0.88; number 17, C, carries 1.09; number 18, C, carries -0.92; number 19, C, carries -0.54; number 20, C, carries -0.69; number 21, C, carries -0.64; number 22, C, carries 0.98; number 23, H, carries 0.37; number 24, H, carries 0.41; number 25, H, carries 0.26; number 26, H, carries 0.37; number 27, H, carries 0.38; number 28, H, carries 0.39; number 29, H, carries 0.33; number 30, H, carries 0.43; number 31, H, carries 0.30; number 32, H, carries 0.35; number 33, H, carries 0.39; number 34, H, carries 0.38; number 35, H, carries 0.40; number 36, N, carries -0.43; number 37, P, carries 1.27; number 38, C, carries 0.07; number 39, C, carries -0.44; number 40, C, carries -0.63; number 41, C, carries -0.49; number 42, C, carries -0.50; number 43, C, carries -0.33; number 44, C, carries -0.14; number 45, C, carries -0.21; number 46, C, carries -0.65; number 47, C, carries -0.53; number 48, C, carries -0.51; number 49, C, carries -0.32; number 50, P, carries 1.37; number 51, C, carries -0.72; number 52, C, carries -0.33; number 53, C, carries -0.59; number 54, C, carries -0.48; number 55, C, carries -0.70; number 56, C, carries 0.22; number 57, C, carries 0.74; number 58, C, carries -0.51; number 59, C, carries -0.60; number 60, C, carries -0.59; number 61, C, carries -0.90; number 62, C, carries -0.13; number 63, H, carries 0.42; number 64, H, carries 0.31; number 65, H, carries 0.40; number 66, H, carries 0.37; number 67, H, carries 0.42; number 68, H, carries 0.24; number 69, H, carries 0.41; number 70, H, carries 0.40; number 71, H, carries 0.34; number 72, H, carries 0.39; number 73, H, carries 0.30; number 74, H, carries 0.21; number 75, H, carries 0.46; number 76, H, carries 0.36; number 77, H, carries 0.40; number 78, H, carries 0.35; number 79, H, carries 0.24; number 80, H, carries 0.41; number 81, H, carries 0.36; number 82, H, carries 0.41; number 83, H, carries 0.31

***

[3]
Entry from the Open Molecules 2025 dataset: 12 unconnected molecules or ions with the total composition C35H66F3N2O15S4 in a non-equilibrium geometry (the ωB97M-V functional and the def2-TZVPD basis).

Computed properties:
electronic energy = -4503.71457 a.u.
charge = -1
frontier orbital gap = 9.3 eV
M = 940.2 g/mol
E_LUMO = 1.81 eV
E_HOMO = -7.4526 eV

CARTESIAN COORDINATES (ANGSTROEM)
1 C -0.59 -1.65 -0.27
2 F -1.60 -1.95 0.54
3 F 0.43 -2.42 0.13
4 F -0.82 -1.94 -1.54
5 S -0.07 0.15 -0.03
6 O 0.09 0.28 1.41
7 O 1.21 0.29 -0.70
8 O -1.13 0.99 -0.57
9 C -0.19 -4.30 -3.47
10 C 0.90 -4.64 -4.48
11 O 0.62 -4.99 -5.60
12 C 2.36 -4.52 -4.06
13 H -0.55 -3.29 -3.66
14 H 0.16 -4.29 -2.44
15 H -0.92 -5.09 -3.61
16 H 2.55 -5.23 -3.25
17 H 2.64 -3.50 -3.81
18 H 2.99 -4.81 -4.89
19 C -1.60 -5.32 0.39
20 C -2.05 -6.78 0.21
21 O -2.87 -7.02 -0.64
22 C -1.50 -7.77 1.19
23 H -0.55 -5.08 0.29
24 H -1.89 -5.10 1.43
25 H -2.28 -4.65 -0.14
26 H -0.51 -7.46 1.53
27 H -1.42 -8.72 0.66
28 H -2.17 -7.91 2.04
29 C -1.98 -0.81 -4.09
30 C -2.97 0.30 -4.34
31 O -4.09 0.06 -4.73
32 C -2.51 1.68 -3.99
33 H -1.42 -1.10 -4.98
34 H -2.48 -1.64 -3.62
35 H -1.25 -0.45 -3.36
36 H -3.13 2.42 -4.49
37 H -1.45 1.82 -4.20
38 H -2.68 1.74 -2.90
39 C -4.16 -0.75 -1.32
40 C -5.35 -1.46 -0.76
41 O -5.20 -2.44 -0.06
42 C -6.73 -1.01 -1.16
43 H -3.25 -1.15 -0.89
44 H -4.33 0.32 -1.16
45 H -4.11 -0.93 -2.39
46 H -6.98 -1.19 -2.21
47 H -6.88 0.07 -1.06
48 H -7.44 -1.50 -0.50
49 C 3.25 -2.09 -0.47
50 C 4.01 -3.29 0.04
51 O 4.09 -4.34 -0.55
52 C 4.70 -3.09 1.39
53 H 2.56 -2.40 -1.26
54 H 3.95 -1.48 -1.06
55 H 2.86 -1.47 0.33
56 H 5.39 -2.25 1.40
57 H 5.30 -3.98 1.59
58 H 3.97 -3.02 2.20
59 C 1.61 4.11 -3.30
60 C 0.11 4.35 -3.31
61 O -0.46 4.48 -4.36
62 C -0.55 4.60 -1.98
63 H 1.94 3.69 -2.35
64 H 2.13 5.06 -3.47
65 H 1.91 3.49 -4.15
66 H 0.04 5.33 -1.42
67 H -0.63 3.64 -1.46
68 H -1.56 4.99 -2.11
69 C 2.51 0.26 -3.78
70 C 3.60 -0.71 -3.92
71 N 4.40 -1.53 -4.01
72 H 2.93 1.19 -3.42
73 H 1.74 -0.17 -3.16
74 H 2.13 0.49 -4.78
75 C 1.18 -1.50 3.73
76 C 2.09 -2.16 4.67
77 N 2.81 -2.67 5.40
78 H 0.19 -1.96 3.70
79 H 1.64 -1.60 2.75
80 H 1.03 -0.46 4.00
81 C -1.87 0.73 3.42
82 C -2.40 2.09 3.88
83 C -3.58 2.47 2.99
84 S -4.49 0.91 2.85
85 O -4.97 0.69 1.51
86 O -5.36 0.85 4.03
87 C -3.06 -0.16 3.15
88 H -1.18 0.28 4.13
89 H -1.32 0.81 2.48
90 H -1.65 2.88 3.91
91 H -2.77 2.01 4.91
92 H -3.32 2.73 1.96
93 H -4.19 3.26 3.43
94 H -2.94 -0.85 2.32
95 H -3.39 -0.74 4.02
96 C 4.19 2.58 0.70
97 C 5.64 2.18 0.96
98 C 5.77 2.03 2.46
99 S 4.18 1.22 3.01
100 O 3.60 2.01 4.07
101 O 4.39 -0.21 3.12
102 C 3.34 1.54 1.43
103 H 3.91 2.67 -0.35
104 H 4.06 3.57 1.15
105 H 6.30 3.00 0.65
106 H 5.99 1.32 0.38
107 H 5.97 2.95 3.01
108 H 6.56 1.33 2.75
109 H 2.31 1.83 1.65
110 H 3.29 0.62 0.86
111 C -0.62 3.60 1.59
112 C -1.57 4.81 1.63
113 C -0.74 6.02 2.11
114 S 0.59 5.37 3.17
115 O 0.37 5.71 4.56
116 O 1.83 5.65 2.48
117 C 0.14 3.62 2.93
118 H 0.00 3.81 0.71
119 H -1.20 2.70 1.40
120 H -2.49 4.67 2.21
121 H -1.97 5.04 0.64
122 H -1.29 6.84 2.58
123 H -0.23 6.38 1.22
124 H -0.61 3.40 3.68
125 H 1.04 3.01 2.96

These are the Mulliken partial charges, in e, on atoms 1 to 99: number 1, C, carries -0.16; number 2, F, carries -0.06; number 3, F, carries -0.09; number 4, F, carries 0.22; number 5, S, carries 0.61; number 6, O, carries -0.99; number 7, O, carries -0.13; number 8, O, carries -0.57; number 9, C, carries -0.08; number 10, C, carries 0.60; number 11, O, carries -0.60; number 12, C, carries -0.68; number 13, H, carries -0.22; number 14, H, carries -0.02; number 15, H, carries 0.41; number 16, H, carries 0.31; number 17, H, carries -0.08; number 18, H, carries 0.35; number 19, C, carries -0.76; number 20, C, carries 0.57; number 21, O, carries -0.57; number 22, C, carries -1.12; number 23, H, carries 0.28; number 24, H, carries 0.38; number 25, H, carries 0.26; number 26, H, carries 0.32; number 27, H, carries 0.35; number 28, H, carries 0.28; number 29, C, carries -0.78; number 30, C, carries 0.57; number 31, O, carries -0.64; number 32, C, carries -0.65; number 33, H, carries 0.46; number 34, H, carries 0.41; number 35, H, carries -0.03; number 36, H, carries 0.45; number 37, H, carries 0.20; number 38, H, carries 0.04; number 39, C, carries 0.20; number 40, C, carries 0.67; number 41, O, carries -0.59; number 42, C, carries -1.43; number 43, H, carries -0.63; number 44, H, carries 0.33; number 45, H, carries 0.23; number 46, H, carries 0.35; number 47, H, carries 0.33; number 48, H, carries 0.37; number 49, C, carries 0.68; number 50, C, carries 0.46; number 51, O, carries -0.60; number 52, C, carries -0.95; number 53, H, carries -0.22; number 54, H, carries 0.46; number 55, H, carries -0.73; number 56, H, carries 0.29; number 57, H, carries 0.39; number 58, H, carries 0.10; number 59, C, carries -0.80; number 60, C, carries 0.47; number 61, O, carries -0.59; number 62, C, carries -0.13; number 63, H, carries -0.05; number 64, H, carries 0.41; number 65, H, carries 0.31; number 66, H, carries 0.41; number 67, H, carries -0.23; number 68, H, carries 0.36; number 69, C, carries 0.10; number 70, C, carries 0.09; number 71, N, carries -0.51; number 72, H, carries 0.06; number 73, H, carries -0.22; number 74, H, carries 0.51; number 75, C, carries 0.73; number 76, C, carries -0.09; number 77, N, carries -0.53; number 78, H, carries 0.51; number 79, H, carries -0.47; number 80, H, carries -0.11; number 81, C, carries 1.65; number 82, C, carries -0.49; number 83, C, carries -0.91; number 84, S, carries 1.06; number 85, O, carries -0.55; number 86, O, carries -0.74; number 87, C, carries -0.94; number 88, H, carries 0.62; number 89, H, carries -1.18; number 90, H, carries -0.14; number 91, H, carries 0.58; number 92, H, carries 0.26; number 93, H, carries 0.52; number 94, H, carries 0.19; number 95, H, carries 0.41; number 96, C, carries -0.51; number 97, C, carries -0.75; number 98, C, carries -0.81; number 99, S, carries 1.18